{"formula": "C46H49N11", "method": "ωB97M-V/def2-TZVPD", "symbols": ["C", "C", "C", "N", "C", "C", "H", "H", "H", "H", "H", "C", "C", "C", "N", "C", "C", "H", "H", "H", "H", "H", "C", "C", "C", "N", "C", "C", "H", "H", "H", "H", "H", "C", "C", "C", "N", "C", "C", "H", "H", "H", "H", "H", "C", "C", "C", "N", "C", "C", "H", "H", "H", "H", "H", "C", "C", "C", "N", "C", "C", "H", "H", "H", "H", "H", "C", "C", "C", "N", "C", "C", "H", "H", "H", "H", "H", "C", "C", "C", "N", "C", "C", "H", "H", "H", "H", "H", "C", "C", "N", "H", "H", "H", "C", "C", "N", "H", "H", "H", "C", "C", "N", "H", "H", "H"], "coordinates": [[4.820, -1.665, 2.343], [6.185, -1.278, 2.463], [6.906, -1.771, 3.531], [6.402, -2.425, 4.596], [5.132, -2.789, 4.488], [4.344, -2.426, 3.406], [4.163, -1.408, 1.545], [6.731, -0.624, 1.815], [7.903, -1.442, 3.563], [4.675, -3.187, 5.345], [3.286, -2.773, 3.320], [-3.590, 2.541, 2.260], [-4.793, 1.946, 2.626], [-4.796, 0.962, 3.674], [-3.710, 0.585, 4.402], [-2.597, 1.153, 4.014], [-2.484, 2.112, 3.003], [-3.508, 3.376, 1.605], [-5.689, 2.147, 2.026], [-5.767, 0.606, 4.102], [-1.708, 0.887, 4.507], [-1.521, 2.583, 2.736], [-3.262, -4.068, 4.444], [-3.224, -5.393, 3.944], [-3.231, -5.597, 2.595], [-3.173, -4.590, 1.779], [-3.163, -3.339, 2.169], [-3.219, -3.057, 3.558], [-3.336, -3.906, 5.508], [-3.368, -6.282, 4.557], [-3.109, -6.568, 2.141], [-3.084, -2.650, 1.352], [-3.257, -1.999, 3.812], [3.402, 4.704, -1.030], [2.610, 3.677, -0.446], [2.424, 2.514, -1.206], [2.969, 2.197, -2.349], [3.775, 3.165, -2.830], [3.985, 4.392, -2.241], [3.601, 5.643, -0.550], [2.019, 3.912, 0.432], [1.735, 1.797, -0.751], [4.332, 2.994, -3.800], [4.654, 5.129, -2.759], [0.762, -0.201, -4.795], [1.957, 0.500, -4.972], [2.925, -0.115, -5.753], [2.807, -1.320, -6.284], [1.676, -1.966, -6.149], [0.593, -1.446, -5.470], [-0.010, 0.241, -4.219], [2.156, 1.469, -4.513], [3.895, 0.470, -5.918], [1.648, -2.923, -6.685], [-0.374, -2.040, -5.468], [3.260, 1.160, 3.941], [3.894, 2.044, 3.117], [3.349, 3.267, 2.806], [2.177, 3.647, 3.285], [1.534, 2.774, 4.116], [2.084, 1.597, 4.558], [3.784, 0.315, 4.205], [4.834, 1.786, 2.629], [3.955, 4.060, 2.265], [0.538, 3.107, 4.368], [1.657, 1.133, 5.399], [-0.484, 3.515, -3.690], [-1.376, 2.867, -2.843], [-1.784, 3.413, -1.626], [-1.312, 4.557, -1.203], [-0.420, 5.106, -1.989], [0.024, 4.720, -3.244], [-0.241, 3.072, -4.618], [-1.737, 1.884, -3.121], [-2.513, 2.852, -1.044], [0.083, 6.069, -1.606], [0.652, 5.366, -3.835], [-5.334, 0.442, -1.258], [-5.997, -0.589, -0.536], [-5.973, -1.872, -0.991], [-5.517, -2.190, -2.223], [-4.907, -1.201, -2.919], [-4.819, 0.155, -2.527], [-5.276, 1.419, -0.774], [-6.445, -0.359, 0.459], [-6.411, -2.729, -0.421], [-4.454, -1.540, -3.843], [-4.252, 0.809, -3.050], [2.606, -2.409, -2.514], [2.535, -1.594, -1.292], [2.271, -0.961, -0.362], [3.249, -1.923, -3.237], [1.581, -2.401, -2.909], [2.956, -3.444, -2.346], [-0.810, -0.303, -0.264], [-0.356, 0.707, 0.710], [-0.006, 1.434, 1.544], [-1.959, -0.374, -0.205], [-0.421, -1.267, 0.093], [-0.551, -0.245, -1.279], [-2.265, -5.478, -1.735], [-1.637, -4.155, -2.058], [-1.155, -3.143, -2.340], [-2.212, -6.141, -2.696], [-3.275, -5.433, -1.301], [-1.621, -5.981, -1.066]], "forces_ev_per_a": [[1.8, -0.1, 1.4], [-1.5, -0.9, 0.0], [-1.2, 0.4, 0.7], [0.5, -0.2, -0.8], [0.3, 1.5, -0.7], [-1.6, -0.5, -1.2], [-0.2, 0.4, -0.5], [-0.1, 0.2, -0.7], [1.4, 0.0, 0.5], [-0.4, -0.9, 1.0], [0.9, 0.3, 0.4], [0.2, -1.2, 2.1], [-0.2, -1.4, 0.2], [-0.7, 0.9, 0.4], [-1.9, 0.3, -1.1], [0.6, 1.2, -1.3], [0.4, 1.1, -0.8], [0.0, 0.2, -0.7], [0.1, 0.0, 0.7], [0.8, 0.1, -0.8], [1.0, -0.5, 0.8], [-0.6, -0.6, 0.6], [0.0, -2.3, 0.5], [-0.9, -0.1, 1.1], [0.9, -0.3, 0.8], [0.1, 0.7, -3.0], [0.0, -1.1, 1.7], [0.0, 2.4, -2.3], [0.0, 0.1, 0.1], [0.4, 0.4, 0.3], [-0.4, -0.4, 0.1], [-0.1, 0.8, 0.1], [0.1, -0.3, 0.4], [-0.7, -1.8, 0.7], [0.5, 1.8, -1.6], [-1.5, -0.2, 2.5], [1.3, 1.0, -1.0], [0.6, -0.5, -1.5], [1.1, 1.2, -0.7], [-0.2, 0.3, 0.2], [0.2, -0.5, 0.1], [0.2, -0.1, -0.3], [-0.9, -0.2, 1.1], [-0.7, -0.8, 0.6], [0.7, -1.0, -1.4], [-0.5, -0.5, 0.0], [1.5, 1.3, 0.2], [1.4, 0.6, -0.4], [-0.6, -0.5, -0.5], [-1.3, 0.2, 0.9], [-0.8, 0.2, 0.5], [-0.2, -0.4, -0.1], [-1.3, -1.2, 0.1], [-0.3, 0.2, 0.4], [1.3, 1.0, 0.3], [-0.9, 2.2, 0.6], [1.2, -0.4, -1.6], [0.4, 1.7, 0.3], [-0.8, -0.7, 0.3], [0.5, 1.5, -1.2], [0.7, 0.2, -0.8], [0.7, -2.0, 0.6], [-0.1, -0.1, 0.3], [-0.9, -1.2, 0.4], [0.0, -0.1, 0.5], [-0.7, -1.0, 0.6], [-0.5, 0.2, 1.1], [-0.1, -0.7, 0.0], [-0.2, -1.3, -1.2], [0.0, 0.1, 0.8], [2.2, 3.6, 0.4], [-0.8, -0.6, 0.1], [0.3, -0.3, -0.9], [-0.2, 0.0, 0.0], [0.1, 0.3, 0.2], [-1.1, -1.4, -0.3], [0.3, -0.1, 0.1], [-0.8, -0.7, 0.1], [0.6, 1.8, 1.2], [-0.8, -1.5, -1.1], [1.1, 1.1, 0.2], [-0.7, -0.4, 0.4], [-1.5, -3.2, 2.9], [0.0, -0.1, -0.4], [0.5, -0.2, -0.9], [0.4, 1.0, -0.4], [-0.1, 0.2, -0.1], [1.4, 2.1, -1.7], [-0.2, 0.0, 0.2], [-0.5, 0.0, 0.4], [0.5, -0.4, -0.6], [0.1, 0.1, -0.2], [0.3, -0.3, 0.0], [-0.2, 0.6, 0.1], [-2.2, -0.9, 2.3], [0.5, 0.6, 0.2], [-0.3, -0.9, -1.3], [1.6, 0.2, -0.1], [-0.1, 0.2, -0.1], [0.7, 0.8, -1.2], [0.2, -0.1, -2.5], [-0.6, -0.2, 0.0], [-0.3, -0.8, 0.3], [-0.5, 1.4, 1.6], [0.5, 0.3, -0.4], [0.7, -0.4, 1.0]], "lowdin_charge": [-0.062, -0.064, -0.160, 0.065, -0.165, -0.095, 0.067, 0.092, 0.084, 0.087, 0.117, -0.077, -0.079, -0.136, 0.045, -0.176, -0.086, 0.095, 0.094, 0.108, 0.087, 0.071, -0.072, -0.061, -0.189, 0.031, -0.122, -0.065, 0.107, 0.103, 0.102, 0.092, 0.084, -0.067, -0.050, -0.178, 0.066, -0.170, -0.108, 0.100, 0.089, 0.074, 0.117, 0.117, -0.064, -0.079, -0.172, 0.044, -0.196, -0.076, 0.072, 0.069, 0.125, 0.109, 0.118, -0.058, -0.086, -0.194, 0.060, -0.159, -0.064, 0.067, 0.103, 0.122, 0.092, 0.087, -0.072, -0.078, -0.164, 0.073, -0.189, -0.067, 0.090, 0.083, 0.095, 0.130, 0.105, -0.064, -0.091, -0.177, 0.049, -0.137, -0.055, 0.096, 0.108, 0.118, 0.097, 0.051, -0.054, -0.231, 0.158, 0.069, 0.053, 0.094, -0.088, -0.254, 0.173, 0.101, 0.064, 0.030, -0.067, -0.244, 0.130, 0.116, 0.077, 0.046], "e_homo_ev": -9.16, "smiles": "c1ccncc1.c1ccncc1.c1ccncc1.c1ccncc1.c1ccncc1.c1ccncc1.c1ccncc1.c1ccncc1.CC#N.CC#N.CC#N", "de_lowest_kcal_mol": 35.9, "lumo_energy_ev": 0.42, "gap_ev": 9.6, "max_force_ha_per_bohr": 0.0880}